53
Properties=species:S:1:pos:R:3:lowdin_spin:R:1 method="wB97M-V/def2-TZVPD" multiplicity=2 charge=0 total_energy_ha=-2540.80528 molar_mass_g_mol=519.6
O -0.647 0.828 -0.251 0.01
C 0.389 0.977 -1.267 0.00
C 0.000 2.435 -1.547 0.00
H 0.026 0.330 -2.057 0.00
H 1.420 0.706 -0.962 0.00
C -1.327 2.020 -0.842 0.00
H -0.014 2.667 -2.632 0.00
H 0.668 3.112 -0.922 0.00
C -2.430 1.423 -1.719 0.00
H -2.050 0.700 -2.470 0.00
H -2.944 2.219 -2.260 0.00
H -3.143 0.857 -1.102 0.00
C -1.818 2.965 0.225 0.00
H -0.986 3.592 0.575 0.00
H -2.237 2.415 1.080 0.00
H -2.589 3.636 -0.177 0.00
Yb 0.630 -0.834 1.315 0.05
C 1.354 1.261 3.185 0.00
C 2.489 0.418 3.302 0.00
C 3.136 0.366 2.037 0.00
H 2.871 -0.011 4.230 0.00
C 2.442 1.251 1.167 0.00
C 1.319 1.770 1.869 0.00
H 0.650 2.548 1.510 0.00
H 0.665 1.567 3.980 0.00
H 4.054 -0.151 1.767 0.00
H 2.792 1.588 0.197 0.00
C -1.215 -1.383 3.552 0.08
C -1.641 -0.038 3.041 0.17
C -2.280 -0.167 1.826 0.12
H -1.521 0.876 3.625 0.01
C -2.101 -1.536 1.363 0.18
C -1.536 -2.277 2.377 0.21
H -1.417 -3.354 2.540 0.01
H -1.727 -1.707 4.486 0.03
H -2.941 0.560 1.344 0.00
H -2.411 -1.901 0.382 0.01
O 0.193 -1.575 -2.380 0.00
C 0.074 -0.884 -3.697 0.00
C 0.733 -1.765 -4.773 0.00
H 0.578 0.101 -3.620 0.00
H -0.995 -0.658 -3.885 0.00
C 1.530 -2.831 -3.979 0.00
H 1.376 -1.182 -5.443 0.00
H -0.057 -2.184 -5.397 0.00
C 1.310 -2.479 -2.488 0.00
H 2.579 -2.821 -4.263 0.00
H 1.163 -3.849 -4.163 0.00
H 2.212 -2.011 -2.071 0.00
H 1.101 -3.391 -1.916 0.00
S 1.254 -1.359 6.471 0.02
C 0.711 -1.412 5.004 0.03
N 0.311 -1.431 3.835 0.05

***

58
Properties=species:S:1:pos:R:3:lowdin_charge:R:1 method="wB97M-V/def2-TZVPD" charge=0 total_energy_ha=-1341.87402 smiles="O=C1[C@@H]2[C@H](C(=O)N1CCCCCCN1C(=O)[C@@H]3[C@H](C1=O)[C@H]1C=C[C@@H]3C1)[C@H]1C=C[C@@H]2C1" molar_mass_g_mol=408.5
O 1.242 -1.959 -0.154 0.10
C 0.960 -1.718 0.993 -0.40
C -0.214 -2.245 1.784 -0.12
C -0.039 -1.660 3.188 -0.11
C 1.219 -0.823 3.111 -0.38
O 1.741 -0.194 3.994 0.12
N 1.712 -0.921 1.826 0.06
C 2.863 -0.170 1.369 -0.11
C 2.487 1.302 1.190 -0.17
C 3.493 2.090 0.353 -0.20
C 3.485 1.765 -1.144 -0.20
C 2.113 1.971 -1.800 -0.16
C 1.404 0.639 -2.073 -0.11
N -0.024 0.813 -2.244 0.06
C -0.915 0.728 -1.202 -0.36
O -0.614 0.518 -0.052 0.11
C -2.305 0.963 -1.754 -0.11
C -2.102 1.188 -3.254 -0.12
C -0.608 1.074 -3.469 -0.38
O -0.001 1.192 -4.499 0.13
C -2.605 2.644 -3.465 -0.21
C -4.091 2.582 -3.207 -0.04
C -4.263 2.390 -1.905 -0.04
C -2.895 2.318 -1.271 -0.21
C -2.131 3.303 -2.164 -0.08
C 0.148 -2.923 4.074 -0.21
C -1.189 -3.621 4.040 -0.04
C -1.346 -4.127 2.823 -0.04
C -0.115 -3.777 2.024 -0.21
C 0.948 -3.825 3.128 -0.08
H -1.140 -1.971 1.280 0.16
H -0.867 -1.045 3.541 0.17
H 3.662 -0.275 2.108 0.14
H 3.178 -0.620 0.425 0.12
H 2.411 1.756 2.179 0.12
H 1.497 1.348 0.734 0.09
H 3.274 3.154 0.473 0.11
H 4.498 1.918 0.746 0.11
H 4.220 2.413 -1.626 0.11
H 3.813 0.737 -1.307 0.11
H 1.488 2.583 -1.146 0.11
H 2.218 2.506 -2.745 0.11
H 1.790 0.188 -2.990 0.14
H 1.538 -0.059 -1.247 0.09
H -2.957 0.130 -1.489 0.16
H -2.626 0.489 -3.907 0.16
H -2.286 3.084 -4.405 0.15
H -4.836 2.630 -3.978 0.11
H -5.182 2.244 -1.368 0.11
H -2.843 2.461 -0.196 0.15
H -2.494 4.324 -2.060 0.13
H -1.051 3.287 -2.027 0.12
H 0.569 -2.712 5.053 0.15
H -1.884 -3.627 4.859 0.11
H -2.197 -4.642 2.420 0.11
H 0.066 -4.351 1.119 0.15
H 1.086 -4.828 3.528 0.13
H 1.914 -3.417 2.834 0.12

***

31
Properties=species:S:1:pos:R:3:lowdin_charge:R:1 method="wB97M-V/def2-TZVPD" charge=-1 total_energy_ha=-819.91950 molar_mass_g_mol=208.2
O 0.624 2.442 2.860 0.09
C -0.048 2.075 1.933 -0.44
O -1.390 2.439 1.920 0.05
C 0.152 1.201 0.683 -0.30
C 1.333 1.604 -0.180 -0.11
C 1.138 1.102 -1.638 -0.31
O 0.492 -0.115 -1.668 -0.18
N 0.132 -0.167 1.206 0.11
H -1.636 2.863 2.736 0.09
H -0.819 1.294 0.215 0.11
H 1.629 2.657 -0.132 0.12
H 2.145 0.983 0.128 0.08
H 2.093 1.116 -2.174 0.10
H 0.510 1.786 -2.216 0.10
H -0.380 -0.715 0.536 0.05
H 1.035 -0.523 1.260 0.01
H -1.431 -1.428 -1.697 -0.01
H -0.571 -2.643 -1.846 0.02
O -1.313 -2.181 -2.278 -0.10
H 1.018 -0.947 -1.221 -0.01
H 2.316 -2.349 -1.553 -0.04
O 1.759 -2.043 -0.864 -0.31
H 2.462 -1.684 0.489 -0.02
H 3.590 -1.658 1.600 0.00
O 3.027 -1.085 1.084 -0.14
H -3.127 -2.363 0.343 0.04
H -1.875 -2.250 1.221 0.01
O -2.166 -2.462 0.358 -0.04
H -3.710 0.632 0.285 0.04
H -3.707 1.103 -1.121 0.04
O -3.281 1.316 -0.269 -0.06

***

20
Properties=species:S:1:pos:R:3:lowdin_spin:R:1 method="wB97M-V/def2-TZVPD" multiplicity=2 charge=+2 total_energy_ha=-344.19730 molar_mass_g_mol=105.2
N -1.407 1.116 0.303 0.06
C -0.352 0.144 0.136 0.01
C 0.917 0.655 -0.612 0.17
C 1.510 -0.472 -1.555 0.15
O 0.508 -0.757 -2.514 0.55
C 0.123 -0.388 1.590 0.01
N -1.089 -0.315 2.461 0.00
H -1.588 0.563 2.159 0.00
H -2.136 1.186 -0.401 0.00
H -0.976 2.043 0.274 0.00
H -0.790 -0.720 -0.375 0.00
H 1.775 0.865 0.020 0.01
H 0.611 1.445 -1.298 0.00
H 1.626 -1.383 -0.951 0.03
H 2.358 -0.093 -2.133 0.01
H 0.727 -0.394 -3.405 0.00
H 0.463 -1.406 1.424 0.00
H 0.902 0.212 2.030 0.00
H -1.813 -1.015 2.250 0.00
H -0.811 -0.590 3.407 0.00

***

23
Properties=species:S:1:pos:R:3:lowdin_charge:R:1 method="wB97M-V/def2-TZVPD" charge=0 total_energy_ha=-404.68894 smiles=CNCCCCO.O molar_mass_g_mol=121.2
C 0.806 1.888 -1.024 -0.14
N -0.544 1.302 -0.884 -0.14
C -0.571 -0.165 -0.716 -0.22
C 0.458 -0.776 0.295 -0.18
C 0.104 -0.520 1.781 -0.18
C -0.786 -1.625 2.339 -0.27
O -0.097 -2.377 3.341 -0.07
H 1.196 2.176 -0.038 0.07
H 1.639 1.288 -1.402 0.08
H 0.682 2.809 -1.589 0.07
H -1.125 1.804 -0.231 0.09
H -0.354 -0.465 -1.753 0.09
H -1.597 -0.554 -0.549 0.13
H 1.475 -0.455 0.065 0.09
H 0.314 -1.859 0.120 0.11
H 1.008 -0.418 2.398 0.11
H -0.376 0.472 1.809 0.11
H -1.218 -2.342 1.620 0.12
H -1.683 -1.163 2.781 0.11
H 0.687 -1.892 3.579 0.06
O 0.034 0.567 -4.115 -0.06
H 0.030 1.399 -4.603 0.04
H -0.083 0.908 -3.223 -0.02

***

36
Properties=species:S:1:pos:R:3:lowdin_charge:R:1 method="wB97M-V/def2-TZVPD" charge=0 total_energy_ha=-3869.31176 molar_mass_g_mol=541.3
Pt 1.141 -0.524 0.432 0.96
N 4.794 -2.795 0.437 0.10
C 3.527 -2.320 0.466 -0.79
S 3.242 -0.823 -0.450 0.45
N 2.585 -2.925 1.118 -0.01
N 1.426 -2.267 1.210 -0.23
C 0.371 -2.784 1.855 -0.06
C -0.765 -1.977 1.961 -0.24
C -1.943 -2.317 2.674 -0.01
C -2.986 -1.438 2.743 -0.05
C -2.878 -0.194 2.084 -0.04
C -1.723 0.090 1.400 -0.11
N -0.686 -0.744 1.322 -0.07
H 5.425 -2.366 -0.220 0.09
H 4.968 -3.744 0.723 0.10
H 0.445 -3.770 2.288 0.13
H -1.986 -3.275 3.169 0.12
H -3.885 -1.677 3.290 0.11
H -3.684 0.521 2.115 0.11
H -1.614 1.037 0.884 0.11
Br 3.773 2.090 -1.363 -0.58
C -1.669 2.638 -2.712 -0.04
N -0.641 2.575 -1.700 -0.14
C -0.291 3.824 -1.056 -0.02
C -0.044 1.434 -1.339 -0.51
C -0.257 0.217 -2.203 0.00
O 0.662 1.388 -0.322 -0.21
H -2.350 3.451 -2.464 0.09
H -2.241 1.713 -2.724 0.09
H -1.250 2.826 -3.704 0.10
H -0.219 4.606 -1.811 0.10
H 0.675 3.706 -0.567 0.09
H -1.044 4.111 -0.318 0.09
H -0.289 0.472 -3.257 0.09
H -1.178 -0.299 -1.927 0.09
H 0.590 -0.461 -2.032 0.05

***

7
Properties=species:S:1:pos:R:3:lowdin_charge:R:1 method="wB97M-V/def2-TZVPD" charge=0 total_energy_ha=-374.14547 smiles="N#COC(=O)C#N" molar_mass_g_mol=96.0
N 3.002 0.369 0.013 0.19
C 1.854 0.295 -0.015 -0.08
O 0.276 0.576 -0.007 0.10
C -0.262 -0.589 0.004 -0.47
O -0.157 -1.741 -0.002 0.25
C -1.821 0.335 0.022 -0.09
N -2.893 0.755 -0.015 0.11

***

47
Properties=species:S:1:pos:R:3:lowdin_spin:R:1 method="wB97M-V/def2-TZVPD" multiplicity=2 charge=-1 total_energy_ha=-1615.10251 molar_mass_g_mol=365.3
C -14.525 12.343 0.199 0.00
C -14.982 13.698 0.803 0.00
O -14.211 13.896 1.961 0.00
P -13.883 15.455 2.436 0.00
O -12.816 16.138 1.720 0.00
O -13.646 15.420 4.055 0.00
C -12.352 15.077 4.506 0.00
C -11.535 16.195 5.344 0.00
O -15.285 16.114 2.147 0.00
C -15.587 17.429 2.597 0.00
C -16.534 17.241 3.756 0.00
H -14.910 11.815 -0.673 0.00
H -13.490 12.427 -0.131 0.00
H -14.491 11.579 0.976 0.00
H -14.647 14.400 0.040 0.00
H -16.041 13.789 1.045 0.00
H -12.575 14.253 5.184 0.00
H -11.689 14.525 3.840 0.00
H -11.187 16.926 4.613 0.00
H -12.189 16.680 6.068 0.00
H -10.610 15.830 5.791 0.00
H -14.744 18.064 2.871 0.00
H -16.140 17.958 1.821 0.00
H -16.814 18.235 4.106 0.00
H -17.379 16.625 3.451 0.00
H -16.174 16.699 4.630 0.00
C -2.612 18.454 4.252 0.00
N -1.254 17.999 4.105 0.00
O -0.973 17.036 3.424 0.00
O -0.381 18.676 4.583 0.00
H -3.351 17.652 4.256 0.00
H -2.768 19.232 3.504 0.00
H -2.790 18.961 5.200 0.00
C -11.039 17.871 10.005 0.04
N -10.019 17.346 9.094 0.41
O -9.145 16.651 9.696 0.26
O -9.915 17.539 7.888 0.24
H -10.645 18.194 10.969 0.01
H -11.915 17.233 10.118 0.02
H -11.533 18.762 9.618 0.01
C -7.532 16.657 5.829 0.00
N -6.224 17.323 6.164 0.00
O -5.193 16.661 5.917 0.00
O -6.328 18.495 6.674 0.00
H -7.671 16.416 4.775 0.00
H -8.333 17.345 6.101 0.00
H -7.386 15.738 6.397 0.00